Molecular formula: C2H2Cl2O
Method: DFT, ωB97M-V/def2-TZVPD

The geometry in ORCA input format:
```
! RIJCOSX wB97M-V def2-TZVPD def2/J DEFGRID3
* xyz 0 1
C 0.397 0.438 0.197
C -0.722 -0.603 -0.178
H 0.399 0.315 1.249
H -0.335 -1.874 -0.479
O -1.897 -0.052 -0.275
Cl 0.379 2.075 -0.249
Cl 1.779 -0.299 -0.264
*
```

Relative energy (zero: lowest compared OMol25 entry of this formula, charge and spin) (kJ/mol): 224.3
F_max (eV Å⁻¹): 7.19
Kohn-Sham gap (eV): 10.2
Calculated total energy (eV): -29196.16165